Model 1:
Computed, not measured: a cluster of 2 separate species, C3H11NOS2 in total, with ωB97M-V/def2-TZVPD.

Structure (XYZ):
```
18
Properties=species:S:1:pos:R:3:lowdin_charge:R:1
N -0.440 -2.349 3.359 -0.022
C -1.086 -2.209 2.018 -0.282
C -0.330 -1.142 1.238 -0.290
C -0.986 -0.948 -0.124 -0.539
S -0.098 0.435 -1.054 0.400
S 0.969 -0.654 -2.504 0.299
H -0.863 -1.906 4.163 0.056
H -0.535 -3.334 3.590 0.053
H -2.128 -1.907 2.176 0.108
H -1.146 -3.199 1.569 0.112
H 0.744 -1.310 1.164 0.108
H -0.430 -0.213 1.797 0.103
H -2.039 -0.673 -0.133 0.063
H -1.010 -1.789 -0.820 0.055
H 0.041 -0.758 -3.440 -0.223
O 1.124 6.080 0.545 -0.068
H 0.238 5.781 0.785 0.032
H 1.723 5.393 0.874 0.037
```

Computed properties:
SMILES string: NCCCSS.O
Charge: 0
Frontier orbital gap: 9.4 eV
LUMO level: 0.014 Ha

Model 2:
Computed, not measured: a cluster of 3 separate species, C3H11NOS2 in total, with ωB97M-V/def2-TZVPD.

Structure (XYZ):
```
18
Properties=species:S:1:pos:R:3:lowdin_charge:R:1
S -1.517 -0.275 3.669 0.310
S -0.779 -0.489 -2.999 0.652
C 0.849 -0.678 -2.109 -0.529
C 0.699 0.111 -0.836 -0.398
N -0.211 -0.401 0.179 -0.107
C 0.625 -0.826 1.398 -0.105
H -0.291 -0.705 -4.232 -0.166
H 1.063 -1.791 -2.221 0.083
H 1.642 -0.119 -2.677 0.082
H 0.524 1.143 -1.119 0.105
H 1.714 0.270 -0.359 0.118
H -0.861 0.341 0.503 0.067
H 1.100 0.064 1.821 0.077
H 1.241 -1.718 1.115 0.106
H -0.180 -1.113 2.156 -0.052
H -1.761 1.480 2.392 -0.146
H -2.304 2.652 1.691 0.036
O -1.552 2.056 1.627 -0.133
```

Computed properties:
Charge: 0
Frontier orbital gap: 5.0 eV
LUMO level: -0.141 Ha

model 1 is the most stable structure; the next one sits 0.1625 hartree above it.

Model 1:
Computed, not measured: a cluster of 2 separate species, C3H11NOS2 in total, with ωB97M-V/def2-TZVPD.

Structure (XYZ):
```
18
Properties=species:S:1:pos:R:3:lowdin_charge:R:1
C -0.549 0.823 2.142 -0.372
S -0.352 1.262 0.306 0.431
S 1.676 0.807 0.201 0.459
C 1.524 -1.039 0.412 -0.535
C 0.283 -1.841 -0.188 -0.311
N 0.281 -1.714 -1.719 -0.005
H -0.855 -0.138 2.087 -0.034
H -1.160 1.579 2.629 0.033
H 0.457 0.998 2.502 0.005
H 2.378 -1.469 -0.214 0.075
H 1.770 -1.365 1.425 0.055
H 0.206 -2.851 0.110 0.086
H -0.635 -1.513 0.266 0.040
H 0.799 -2.539 -1.978 0.046
H 0.702 -0.819 -2.000 0.048
O -3.389 0.046 -1.540 -0.001
H -3.096 -0.594 -0.997 -0.045
H -4.165 -0.420 -1.787 0.025
```

Computed properties:
SMILES string: CSSCCN.O
Charge: 0
Frontier orbital gap: 9.3 eV
LUMO level: 0.022 Ha

Model 2:
Computed, not measured: a cluster of 2 separate species, C3H11NOS2 in total, with ωB97M-V/def2-TZVPD.

Structure (XYZ):
```
18
Properties=species:S:1:pos:R:3:lowdin_charge:R:1
C -1.574 1.013 0.633 -0.081
C -0.531 -0.064 0.853 -0.533
N -0.717 -0.895 2.045 0.034
C 0.883 0.529 0.777 -0.528
S 1.774 0.145 -0.749 0.429
S 2.645 -1.682 -0.409 0.339
H -1.396 1.583 -0.251 0.066
H -1.570 1.735 1.460 0.085
H -2.597 0.648 0.499 0.080
H -0.652 -0.748 0.007 0.107
H -1.663 -0.782 2.414 0.073
H -0.180 -0.509 2.805 0.057
H 1.443 0.137 1.625 0.064
H 0.916 1.616 0.843 0.072
H 1.790 -2.430 -1.112 -0.203
O 0.200 -0.200 -4.079 -0.071
H 0.921 0.427 -4.182 0.028
H 0.306 -0.522 -3.177 -0.018
```

Computed properties:
SMILES string: C[C@H](N)CSS.O
Charge: 0
Frontier orbital gap: 9.7 eV
LUMO level: 0.018 Ha

model 2 is the most stable structure; the next one sits 0.0459 hartree above it.

Model 1:
Computed, not measured: a structure of composition CF4N2, with ωB97M-V/def2-TZVPD.

Structure (XYZ):
```
7
Properties=species:S:1:pos:R:3:lowdin_spin:R:1
C -0.506 0.377 -0.680 0.108
N 0.176 0.115 0.354 0.373
N 1.277 -0.303 0.290 0.625
F -1.536 1.174 -0.884 0.015
F -0.227 -0.268 -1.799 0.048
F -0.525 0.448 1.892 0.708
F 1.342 -1.542 0.827 0.124
```

Computed properties:
Expectation value of S²: 2.0067
Charge: 0
Frontier orbital gap (alpha / beta): 8.3 / 8.7 eV
LUMO level (alpha / beta): -0.006 / -0.109 Ha
Multiplicity: 3

Model 2:
Computed, not measured: a cluster of 2 separate species, CF4N2 in total, with ωB97M-V/def2-TZVPD.

Structure (XYZ):
```
7
Properties=species:S:1:pos:R:3:lowdin_spin:R:1
C 1.899 0.620 -0.666 1.372
N -1.314 0.117 0.706 0.001
N -1.132 -1.034 0.799 0.000
F 1.463 1.758 -0.242 0.315
F 1.724 -0.299 0.274 0.303
F -1.378 0.754 -0.604 0.007
F -1.263 -1.915 -0.267 0.001
```

Computed properties:
Expectation value of S²: 2.0031
Charge: 0
Frontier orbital gap (alpha / beta): 7.9 / 10.1 eV
LUMO level (alpha / beta): -0.022 / -0.092 Ha
Multiplicity: 3

model 1 is the most stable structure; the next one sits 0.0222 hartree above it.

Model 1:
Computed, not measured: an isolated molecule of C18H23N7O2, with ωB97M-V/def2-TZVPD.

Structure (XYZ):
```
50
Properties=species:S:1:pos:R:3:lowdin_charge:R:1
C -0.449 4.531 -0.845 -0.094
C 0.761 3.882 -1.504 -0.205
C 0.442 2.499 -2.087 -0.381
C -0.469 2.571 -3.306 -0.049
N 1.664 1.807 -2.464 0.097
C 2.342 1.008 -1.615 -0.511
O 1.980 0.794 -0.476 0.071
C 3.538 0.305 -2.243 -0.087
C 3.075 -1.037 -2.841 -0.087
C 2.527 -1.887 -1.710 -0.495
O 3.203 -2.613 -1.015 0.080
N 1.180 -1.785 -1.545 0.088
N 0.623 -2.245 -0.347 0.120
C -0.277 -1.437 0.266 -0.294
N -0.935 -0.540 -0.398 0.174
C -1.883 0.208 0.244 -0.209
C -2.599 1.165 -0.488 -0.030
C -3.536 1.954 0.134 -0.079
C -3.801 1.814 1.497 -0.083
C -3.131 0.868 2.236 -0.017
C -2.174 0.058 1.621 -0.084
C -1.445 -0.952 2.307 -0.204
N -1.452 -1.384 3.550 0.188
C -0.525 -2.369 3.563 -0.398
C -0.199 -3.148 4.778 -0.022
N 0.060 -2.576 2.398 0.159
N -0.523 -1.678 1.589 0.026
H -1.218 4.767 -1.576 0.066
H -0.874 3.865 -0.098 0.071
H -0.156 5.456 -0.355 0.072
H 1.545 3.752 -0.755 0.113
H 1.150 4.532 -2.293 0.112
H -0.018 1.890 -1.302 0.115
H -0.657 1.575 -3.700 0.079
H -0.009 3.174 -4.088 0.081
H -1.420 3.022 -3.042 0.067
H 2.058 2.032 -3.363 0.145
H 3.996 0.921 -3.018 0.114
H 4.272 0.106 -1.461 0.130
H 3.931 -1.550 -3.279 0.124
H 2.314 -0.876 -3.605 0.117
H 0.638 -1.012 -1.917 0.126
H 1.306 -2.725 0.237 0.139
H -2.400 1.258 -1.543 0.099
H -4.079 2.693 -0.439 0.105
H -4.539 2.447 1.967 0.101
H -3.322 0.728 3.289 0.115
H -1.092 -3.654 5.139 0.080
H 0.148 -2.476 5.561 0.080
H 0.572 -3.876 4.546 0.076
```

Computed properties:
SMILES string: CC[C@@H](C)NC(=O)CCC(=O)NNc1nc2ccccc2c2nc(C)nn12
Charge: 0
Frontier orbital gap: 8.8 eV
LUMO level: 0.020 Ha

Model 2:
Computed, not measured: an isolated molecule of C18H23N7O2, with ωB97M-V/def2-TZVPD.

Structure (XYZ):
```
50
Properties=species:S:1:pos:R:3:lowdin_charge:R:1
C -3.910 -2.365 -0.290 -0.105
C -3.541 -2.427 1.188 -0.257
C -2.665 -1.267 1.665 -0.186
C -3.320 0.111 1.521 -0.167
N -3.014 0.744 0.256 0.069
C -2.321 1.890 0.167 -0.479
O -1.979 2.529 1.150 0.034
C -2.044 2.336 -1.263 -0.089
C -1.202 3.615 -1.339 -0.087
C 0.251 3.264 -1.076 -0.498
O 1.075 3.087 -1.943 0.081
N 0.539 3.168 0.257 0.078
N 1.674 2.467 0.645 0.096
C 1.815 1.186 0.212 -0.289
N 0.817 0.501 -0.241 0.202
C 1.007 -0.801 -0.605 -0.202
C -0.074 -1.514 -1.139 -0.034
C 0.072 -2.831 -1.501 -0.077
C 1.297 -3.482 -1.349 -0.082
C 2.382 -2.804 -0.845 -0.017
C 2.250 -1.465 -0.472 -0.083
C 3.320 -0.680 0.037 -0.204
N 4.589 -0.932 0.280 0.187
C 5.077 0.242 0.740 -0.400
C 6.491 0.421 1.139 -0.023
N 4.184 1.212 0.801 0.155
N 3.059 0.632 0.355 0.027
H -4.564 -1.520 -0.497 0.066
H -3.016 -2.287 -0.904 0.052
H -4.440 -3.270 -0.579 0.074
H -4.456 -2.451 1.784 0.105
H -3.002 -3.358 1.377 0.106
H -1.717 -1.267 1.123 0.097
H -2.437 -1.431 2.720 0.110
H -2.944 0.791 2.287 0.117
H -4.407 0.026 1.633 0.125
H -3.242 0.236 -0.584 0.121
H -1.524 1.531 -1.787 0.116
H -3.006 2.501 -1.756 0.125
H -1.556 4.335 -0.601 0.122
H -1.276 4.044 -2.338 0.123
H -0.261 3.079 0.891 0.109
H 2.538 2.996 0.721 0.142
H -1.011 -0.994 -1.266 0.086
H -0.768 -3.373 -1.913 0.101
H 1.391 -4.518 -1.637 0.102
H 3.344 -3.277 -0.728 0.115
H 7.139 0.226 0.287 0.081
H 6.743 -0.291 1.923 0.080
H 6.644 1.435 1.494 0.076
```

Computed properties:
SMILES string: CCCCNC(=O)CCC(=O)NNc1nc2ccccc2c2nc(C)nn12
Charge: 0
Frontier orbital gap: 8.9 eV
LUMO level: 0.019 Ha

model 2 is the most stable structure; the next one sits 0.0061 hartree above it.

Model 1:
Computed, not measured: a cluster of 2 separate species, CH4O4 in total, with ωB97M-V/def2-TZVPD.

Structure (XYZ):
```
9
Properties=species:S:1:pos:R:3:lowdin_charge:R:1
O -1.251 2.158 -1.394 0.094
C -0.767 1.193 -0.832 -0.716
O 0.045 1.318 0.190 0.097
O -0.921 -0.055 -1.180 0.146
H 0.419 2.193 0.575 0.195
H -0.336 -0.652 -0.607 0.135
O 1.101 -1.785 0.854 -0.084
H 0.591 -1.611 1.691 0.071
H 1.120 -2.759 0.702 0.061
```

Computed properties:
SMILES string: O=C(O)O.O
Charge: 0
Frontier orbital gap: 10.7 eV
LUMO level: 0.008 Ha

Model 2:
Computed, not measured: an isolated molecule of CH4O4, with ωB97M-V/def2-TZVPD.

Structure (XYZ):
```
9
Properties=species:S:1:pos:R:3:lowdin_charge:R:1
O 1.513 -0.059 0.174 -0.092
C -0.236 0.053 0.014 -0.643
O -0.831 -1.112 -0.452 0.061
O -0.430 0.337 1.349 0.044
O -0.456 0.936 -0.913 0.114
H 1.855 0.392 -0.574 0.017
H -0.577 -1.947 0.082 0.174
H 0.487 0.626 1.694 0.154
H -1.325 0.774 -1.375 0.171
```

Computed properties:
SMILES string: OC(O)(O)O
Charge: 0
Frontier orbital gap: 11.2 eV
LUMO level: 0.018 Ha

model 1 is the most stable structure; the next one sits 0.0499 hartree above it.

Model 1:
Computed, not measured: an isolated molecule of C3H6BrNO2S, with ωB97M-V/def2-TZVPD.

Structure (XYZ):
```
14
Properties=species:S:1:pos:R:3:lowdin_charge:R:1
C 0.464 -0.478 -1.463 -0.049
C 0.897 0.234 -0.129 -0.772
Br 2.750 -0.297 0.496 0.756
C -0.003 0.032 1.135 -0.512
S -1.780 0.710 0.975 0.704
N 1.037 1.668 -0.253 -0.505
O 0.800 2.163 -1.322 0.104
O 1.349 2.242 0.733 0.043
H 1.372 -0.438 -2.107 0.093
H 0.174 -1.485 -1.001 0.113
H -0.359 0.071 -1.802 0.049
H -0.021 -1.033 1.260 0.051
H 0.525 0.378 2.052 0.076
H -1.747 1.790 1.774 -0.151
```

Computed properties:
SMILES string: C[C@](Br)(CS)[N+](=O)[O-]
Charge: 0
Frontier orbital gap: 9.5 eV
LUMO level: -0.016 Ha

Model 2:
Computed, not measured: a structure of composition C3H6BrNO2S, with ωB97M-V/def2-TZVPD.

Structure (XYZ):
```
14
Properties=species:S:1:pos:R:3:lowdin_charge:R:1
C -1.375 -2.195 -1.357 0.077
C 0.334 -0.338 -0.004 0.061
C 0.901 0.128 1.065 -0.877
N 1.467 2.324 2.512 -0.113
O 3.432 0.945 1.681 -0.313
O 2.241 2.259 0.019 -0.294
S 2.197 1.468 1.196 0.530
Br 0.715 -0.494 2.795 0.794
H -1.305 -3.073 -0.675 0.010
H -2.122 -1.416 -1.014 0.020
H -0.710 -2.083 -2.133 -0.048
H 0.334 -0.151 -1.061 0.047
H 0.951 3.000 2.093 0.005
H 2.039 2.632 3.326 0.102
```

Computed properties:
Charge: 0
Frontier orbital gap (alpha / beta): 7.8 / 9.6 eV
LUMO level (alpha / beta): -0.053 / -0.007 Ha

model 1 is the most stable structure; the next one sits 0.1051 hartree above it.

Model 1:
Computed, not measured: a structure of composition C8H9NO2S, with ωB97M-V/def2-TZVPD.

Structure (XYZ):
```
21
Properties=species:S:1:pos:R:3:lowdin_charge:R:1
C 3.114 0.734 0.076 -0.267
C 1.716 1.325 0.235 -0.129
C -0.456 -0.121 -0.105 -0.292
C -1.443 0.926 -0.005 -0.054
C -2.746 0.686 -0.137 -0.122
C -3.253 -0.653 -0.203 -0.112
C -2.345 -1.653 -0.062 -0.082
C -0.946 -1.370 -0.146 -0.073
H 3.479 0.048 0.906 0.129
H 3.789 1.462 -0.169 0.095
H 1.317 2.207 -0.360 0.131
H 1.475 1.647 1.348 0.156
H -1.100 2.016 0.103 0.128
H -3.438 1.554 -0.347 0.123
H -4.356 -0.732 -0.495 0.126
H -2.839 -2.579 0.201 0.105
H -0.282 -2.205 -0.046 0.071
N 0.918 0.104 -0.092 -0.233
O 2.511 -1.962 0.784 -0.460
O 2.995 -0.142 -1.002 -0.333
S 1.889 -1.292 -0.485 1.093
```

Computed properties:
Charge: 0
Frontier orbital gap: 9.0 eV
LUMO level: 0.024 Ha

Model 2:
Computed, not measured: an isolated molecule of C8H9NO2S, with ωB97M-V/def2-TZVPD.

Structure (XYZ):
```
21
Properties=species:S:1:pos:R:3:lowdin_charge:R:1
C -0.840 -2.403 1.238 -0.071
C -0.962 -1.613 2.434 -0.111
C -0.129 -2.012 0.127 0.018
C -0.477 -0.385 2.484 -0.068
C 0.288 -0.546 0.011 -0.269
C -0.041 0.284 1.263 -0.186
C 0.103 1.626 1.100 0.110
C -0.033 1.437 -2.858 -0.500
N 0.626 0.799 -1.950 -0.358
O -0.309 -0.005 -1.167 -0.018
O 1.873 0.739 -1.867 -0.106
S 0.980 2.328 -3.871 0.797
H -1.434 -3.263 1.377 0.084
H -1.680 -1.808 3.259 0.120
H -0.119 -2.569 -0.768 0.093
H -0.781 0.262 3.340 0.126
H 1.357 -0.660 -0.320 0.156
H 0.591 2.097 0.308 0.049
H 0.002 2.305 1.847 0.031
H -1.142 1.359 -2.969 0.123
H 2.127 2.030 -3.017 -0.019
```

Computed properties:
Charge: 0
Frontier orbital gap: 8.1 eV
LUMO level: -0.005 Ha

model 1 is the most stable structure; the next one sits 0.1381 hartree above it.

Model 1:
Computed, not measured: a cluster of 2 separate species, C2FN3 in total, with ωB97M-V/def2-TZVPD.

Structure (XYZ):
```
6
Properties=species:S:1:pos:R:3:lowdin_charge:R:1
C -1.031 0.282 -0.036 -0.148
C 0.328 0.222 0.063 -0.273
N -2.177 0.274 -0.063 0.255
N 1.481 0.662 0.588 0.328
N 1.258 0.733 -0.686 0.290
F 0.142 -2.173 0.135 -0.452
```

Computed properties:
Charge: 0
Frontier orbital gap (alpha / beta): 8.0 / 7.4 eV
LUMO level (alpha / beta): -0.120 / -0.123 Ha

Model 2:
Computed, not measured: a cluster of 2 separate species, C2FN3 in total, with ωB97M-V/def2-TZVPD.

Structure (XYZ):
```
6
Properties=species:S:1:pos:R:3:lowdin_charge:R:1
C -1.053 -0.249 -0.020 -0.155
C 0.244 0.186 0.066 -0.230
N -2.160 -0.565 -0.080 0.235
N 1.039 1.134 0.609 0.243
N 0.823 1.251 -0.575 0.250
F 1.108 -1.757 0.000 -0.343
```

Computed properties:
Charge: 0
Frontier orbital gap (alpha / beta): 9.8 / 9.8 eV
LUMO level (alpha / beta): -0.090 / -0.090 Ha

model 2 is the most stable structure; the next one sits 0.0361 hartree above it.